# 1
The following is a quantum chemistry calculation of 2 unconnected molecules or ions with the total composition C2H3ClOS, from the OMol25 dataset.

- Total energy: -27524.09356 eV
- LUMO level: -0.019 Eh
- Relative energy (zero: lowest compared OMol25 entry of this formula, charge and spin): 338.0 kJ/mol
- Frontier orbital gap: 9.94 eV

CARTESIAN COORDINATES (ANGSTROEM)
C1 -0.75 0.22 -2.17
C2 -0.94 -0.50 -1.26
O1 0.98 -1.27 1.63
S1 1.08 0.00 2.27
Cl1 1.39 1.56 0.80
H1 -0.57 0.71 -3.16
H2 -0.21 0.33 2.33
H3 -0.98 -1.05 -0.44

Results of the Löwdin charge analysis, in e, for atoms 1 through 4: -0.010 -0.010 -0.596 0.580

=====

# 2
The following is a quantum chemistry calculation of a molecular structure, C36H20CaF12N4OSSb, from the OMol25 dataset.

- Total energy: -114076.60483 eV
- LUMO level (spin up / spin down): -0.215 / -0.215 Eh
- Relative energy (zero: lowest compared OMol25 entry of this formula, charge and spin): 59.7 kJ/mol
- Charge: +1
- Frontier orbital gap (spin up / spin down): 5.54 / 5.55 eV

CARTESIAN COORDINATES (ANGSTROEM)
Ca1 -0.04 -0.05 -0.33
O1 1.88 -0.13 -1.24
S1 3.35 0.18 -1.53
C1 4.02 -1.35 -2.23
C2 5.27 -1.66 -1.43
C3 4.89 -1.40 0.03
C4 4.22 -0.03 0.05
H1 4.17 -1.23 -3.30
H2 3.24 -2.09 -2.05
H3 6.09 -1.00 -1.73
H4 5.60 -2.69 -1.60
H5 5.76 -1.42 0.69
H6 4.19 -2.16 0.38
H7 4.94 0.79 0.13
H8 3.46 0.08 0.83
F1 -8.94 -0.77 -3.29
C5 -7.69 -0.66 -2.82
C6 -7.48 -0.66 -1.46
C7 -6.19 -0.53 -0.99
C8 -5.12 -0.43 -1.88
C9 -5.36 -0.43 -3.25
C10 -6.66 -0.55 -3.73
Sb1 -3.16 -0.26 -1.09
C11 -2.72 -2.35 -0.83
C12 -3.68 -3.25 -0.39
C13 -3.37 -4.58 -0.16
C14 -2.07 -5.01 -0.38
F2 -1.76 -6.29 -0.17
C15 -1.08 -4.15 -0.83
C16 -1.42 -2.82 -1.04
C17 -1.97 -0.07 -2.85
C18 -1.81 -1.09 -3.79
C19 -0.96 -0.93 -4.87
C20 -0.26 0.26 -5.00
F3 0.57 0.41 -6.03
C21 -0.39 1.29 -4.09
C22 -1.26 1.12 -3.02
H9 -8.33 -0.74 -0.78
H10 -6.02 -0.50 0.08
H11 -4.55 -0.34 -3.95
H12 -6.87 -0.54 -4.79
H13 -4.70 -2.92 -0.22
H14 -4.11 -5.29 0.18
H15 -0.08 -4.52 -0.99
H16 -0.64 -2.18 -1.46
H17 -2.35 -2.03 -3.67
H18 -0.83 -1.71 -5.61
H19 0.16 2.21 -4.24
H20 -1.40 1.94 -2.32
F4 1.97 -1.50 1.95
C23 0.82 -0.71 1.87
F5 1.17 0.46 2.60
C24 -0.21 -1.38 2.76
F6 -1.38 -0.69 2.63
F7 -0.46 -2.63 2.34
F8 0.07 -1.43 4.06
F9 0.41 4.49 5.24
C25 1.42 4.06 4.50
C26 2.67 4.12 5.00
F10 2.86 4.60 6.21
C27 3.83 3.64 4.27
C28 3.53 3.16 2.93
C29 2.29 3.11 2.44
F11 2.12 2.72 1.18
C30 1.13 3.51 3.20
C31 -0.15 3.36 2.74
C32 -0.43 2.63 1.54
N1 -0.69 2.06 0.58
C33 -1.34 3.79 3.40
N2 -2.35 4.12 3.85
F12 4.53 2.77 2.16
C34 5.09 3.66 4.78
C35 5.42 4.16 6.08
N3 5.75 4.57 7.10
C36 6.24 3.16 4.08
N4 7.17 2.74 3.56

Results of the Löwdin charge analysis, in e, for atoms 1 through 4: 1.207 -0.765 1.031 -0.296